A molecular structure, C38H51ClN8O4RbS, computed with ωB97M-V/def2-TZVPD.

Element x y z (Å)
Rb: 1.265 0.280 1.225
Cl: -4.438 -3.759 3.715
S: -1.128 2.585 1.506
O: -0.075 2.193 2.486
O: 4.285 1.354 0.456
O: 3.654 -0.731 0.964
O: -5.218 -1.576 -2.372
N: 2.851 1.185 -3.698
N: -1.525 -2.230 0.437
N: -2.977 -2.939 -1.135
N: 2.144 3.281 -2.678
N: 0.512 1.874 -3.822
N: -2.497 -1.711 -1.446
N: -1.518 1.682 0.418
N: 1.465 1.159 -1.701
C: 0.595 -2.647 3.280
C: -1.651 -1.304 -0.495
C: -3.974 -1.433 2.408
C: -4.744 -1.002 -5.073
C: 1.879 2.548 -1.434
C: -4.326 -0.488 -2.608
C: 7.509 0.156 6.035
C: 1.628 1.205 -4.500
C: -5.576 0.404 -0.500
C: 5.698 1.159 4.598
C: 3.212 2.573 -3.388
C: 2.558 0.503 -2.428
C: -2.888 -1.023 -2.662
C: 4.938 1.228 3.432
C: -6.147 0.668 -3.906
C: 2.087 -0.729 4.626
C: -5.309 -0.642 0.553
C: -4.239 -0.487 1.430
C: 6.216 -0.624 2.540
C: 3.846 2.261 3.323
C: -4.728 0.095 -4.001
C: 6.967 -0.649 3.709
C: -0.046 -1.636 3.987
C: -6.111 -1.772 0.679
C: 6.504 -1.606 1.436
C: 6.714 0.228 4.757
C: 0.937 3.243 -3.504
C: 2.730 -1.734 3.917
C: 1.982 -2.693 3.244
C: -4.788 -2.547 2.507
C: 4.322 0.316 1.152
C: 5.195 0.321 2.401
C: -4.421 0.587 -1.489
C: 0.277 1.178 -2.551
C: -5.859 -2.730 1.651
C: 0.698 -0.676 4.657
C: -2.363 -3.202 0.002
C: -3.767 1.198 -4.459
H: 7.476 1.103 6.573
H: 1.079 3.050 -0.883
H: 2.853 1.813 3.431
H: -6.849 -0.095 -3.566
H: 0.197 0.131 5.178
H: 2.274 -0.531 -2.640
H: -6.937 -1.914 -0.008
H: 7.365 -2.227 1.685
H: -3.749 -1.404 -5.270
H: -6.468 1.014 -4.891
H: -3.129 -1.315 3.071
H: -6.479 -3.612 1.738
H: 1.336 0.176 -4.725
H: 8.554 -0.088 5.837
H: -3.581 0.371 1.337
H: -2.767 -1.730 -3.481
H: -4.510 1.573 -1.943
H: 0.009 -3.371 2.731
H: 1.129 3.777 -4.438
H: 7.114 -0.615 6.701
H: 4.107 2.572 -2.764
H: 2.675 0.026 5.133
H: -3.652 1.995 -3.724
H: -4.152 1.651 -5.375
H: 3.427 3.098 -4.323
H: -4.781 -2.227 -1.801
H: -2.191 -0.198 -2.794
H: -5.108 -0.578 -6.012
H: -2.771 0.812 -4.686
H: 2.486 -3.456 2.664
H: 3.942 3.005 4.115
H: -5.398 -1.823 -4.785
H: -3.490 0.636 -0.920
H: 7.767 -1.377 3.806
H: -0.002 0.142 -2.773
H: -2.533 -4.124 0.534
H: -6.501 0.164 -1.026
H: 3.811 -1.744 3.855
H: -1.210 -0.316 -0.495
H: 2.784 2.520 -0.826
H: 5.636 -2.240 1.255
H: 3.878 2.758 2.356
H: -0.542 1.660 -2.010
H: 0.127 3.746 -2.970
H: -5.729 1.363 0.003
H: 3.442 0.507 -1.789
H: 5.492 1.863 5.400
H: -1.127 -1.589 3.997
H: -6.203 1.518 -3.224
H: 1.829 1.725 -5.441
H: 6.712 -1.087 0.498

Computed properties:
total energy = -3100.24665 hartree
molecular weight = 836.9 g mol⁻¹
net charge = -1
lowest unoccupied orbital energy = 2.207 eV
2S+1 = 1
orbital gap = 0.294 hartree


A single C22H31N3O5 molecule, computed with ωB97M-V/def2-TZVPD.

Element x y z (Å)
O: -0.402 -3.700 1.191
O: 3.969 0.470 -0.770
O: -3.172 -1.127 -2.484
O: 1.515 0.905 1.462
O: -2.760 1.163 2.531
N: 2.211 -0.914 -1.095
N: 1.083 2.034 -0.465
N: -0.124 -1.490 1.536
C: -3.758 0.726 -0.999
C: 1.788 -0.169 -2.265
C: 1.701 -2.761 0.539
C: -3.352 2.396 2.848
C: -2.441 -1.128 -0.259
C: -3.647 1.290 0.265
C: -2.924 0.664 1.269
C: 0.291 -2.700 1.137
C: 0.033 1.179 -0.945
C: -3.929 -0.559 -3.523
C: 2.768 -2.052 1.376
C: 3.906 -1.586 0.476
C: 0.370 0.406 -2.225
C: -3.152 -0.489 -1.274
C: 2.344 3.975 -0.141
C: 1.664 -2.241 -0.918
C: -2.310 -0.569 0.996
C: 2.804 2.884 0.822
C: 1.544 3.195 -1.191
C: 1.745 1.814 0.683
C: -1.467 -1.269 2.032
C: 3.388 -0.572 -0.515
H: 0.484 -0.678 1.479
H: -0.872 1.774 -1.118
H: 1.694 4.683 0.376
H: 2.218 -2.944 -1.558
H: 0.693 3.758 -1.585
H: 1.938 -3.828 0.487
H: -3.087 2.590 3.887
H: 0.272 1.062 -3.093
H: 3.744 2.434 0.494
H: -4.325 1.254 -1.749
H: -0.179 0.473 -0.141
H: 2.513 0.643 -2.366
H: 2.912 3.214 1.853
H: 2.186 2.898 -2.028
H: -2.962 3.205 2.221
H: 0.630 -2.226 -1.272
H: 4.706 -1.123 1.055
H: -1.988 -2.085 -0.466
H: -1.426 -0.672 2.943
H: -0.370 -0.389 -2.329
H: -3.542 0.425 -3.812
H: 1.872 -0.816 -3.149
H: -1.889 -2.255 2.251
H: 2.363 -1.175 1.880
H: -4.136 2.234 0.444
H: 3.172 4.524 -0.584
H: 4.326 -2.429 -0.080
H: 3.145 -2.731 2.142
H: -4.985 -0.467 -3.250
H: -3.834 -1.243 -4.365
H: -4.442 2.357 2.755

Computed properties:
total energy = -1397.45579 hartree
molecular weight = 417.5 g mol⁻¹
SMILES = COc1ccc(OC)c(CNC(=O)[C@@H]2CCC(=O)N(CCCN3CCCC3=O)C2)c1
lowest unoccupied orbital energy = 0.580 eV
2S+1 = 1
orbital gap = 0.317 hartree


A single C4H5NO molecule, computed with ωB97M-V/def2-TZVPD.

Element x y z (Å)
O: 1.788 0.219 -0.871
N: 0.200 -0.165 1.595
C: 1.487 -0.899 -0.512
C: -1.198 1.224 -0.078
C: -0.464 0.103 0.576
C: 0.336 -1.118 0.405
H: -0.755 1.469 -1.051
H: -1.159 2.136 0.528
H: 0.003 -2.145 0.571
H: 2.006 -1.786 -0.930
H: -2.244 0.962 -0.234

Computed properties:
total energy = -285.33541 hartree
molecular weight = 83.1 g mol⁻¹
SMILES = CC1=N[C@@H]1C=O
lowest unoccupied orbital energy = 0.655 eV
2S+1 = 1
orbital gap = 0.389 hartree


10 unconnected molecules or ions with the total composition C21H63NO11 in a non-equilibrium geometry, computed with ωB97M-V/def2-TZVPD.

Element x y z (Å)
O: 1.608 1.852 -3.405
O: -1.993 -2.125 1.952
O: 1.965 -4.066 -1.846
O: -3.212 -1.774 -3.880
O: 1.592 -4.438 0.920
O: -1.314 2.849 -0.022
O: -0.192 -2.560 -4.031
O: 0.352 0.819 -1.154
O: 2.363 0.516 2.986
O: -2.868 2.903 3.956
O: 4.505 0.853 0.922
N: -3.329 1.268 1.505
C: 0.651 -1.427 -3.872
C: 1.396 -3.214 2.967
C: 2.028 -1.811 -4.390
C: -2.990 -1.197 1.573
C: -4.255 1.437 2.600
C: 2.910 -3.006 -1.935
C: -2.046 3.024 5.099
C: -2.267 -0.390 -2.234
C: -2.371 0.181 1.645
C: -3.133 4.196 -0.751
C: 1.236 0.103 -0.308
C: 4.479 3.236 0.458
C: -3.526 -1.120 -2.649
C: 1.510 3.234 -3.093
C: -3.619 1.710 3.966
C: -1.814 3.559 -1.129
C: 5.316 2.023 0.861
C: 4.138 -3.452 -2.733
C: 0.961 0.634 3.246
C: -2.472 -3.402 2.259
C: 1.138 -3.193 1.486
H: 0.878 -4.069 3.411
H: 0.568 3.631 -3.486
H: 1.029 -2.285 3.410
H: -2.615 3.015 6.028
H: 4.874 -2.653 -2.816
H: 0.621 -1.097 -2.828
H: 1.515 -4.149 -2.694
H: -3.292 -1.419 0.542
H: 2.780 0.036 3.707
H: -0.742 2.117 -0.336
H: -4.870 2.333 2.467
H: 1.480 3.389 -2.014
H: -1.683 0.264 0.801
H: -1.129 -2.335 -3.967
H: -1.088 4.269 -1.541
H: 5.787 2.176 1.833
H: -3.028 4.934 0.052
H: 0.251 -0.601 -4.476
H: 4.575 -4.321 -2.242
H: 0.722 -0.271 0.576
H: -4.350 -0.417 -2.830
H: 3.200 -2.716 -0.928
H: 2.499 -2.612 -3.824
H: 0.447 -0.299 2.997
H: -4.020 -2.129 -4.263
H: 1.865 -2.136 -5.417
H: 3.824 -3.743 -3.737
H: 3.793 1.052 1.550
H: 0.605 1.424 2.589
H: -1.521 -1.146 -1.963
H: 0.076 -3.099 1.258
H: -4.456 1.838 4.677
H: 1.704 -0.713 -0.868
H: 3.989 3.065 -0.503
H: -1.657 -3.972 2.718
H: 2.064 0.708 0.081
H: -2.762 2.101 1.383
H: -3.883 -1.297 2.201
H: -2.019 2.890 -1.979
H: 2.372 3.800 -3.458
H: -3.894 -1.779 -1.858
H: -1.332 2.189 5.102
H: -2.323 0.242 -1.350
H: 3.692 3.441 1.190
H: 1.523 -4.334 -0.051
H: 0.773 0.822 4.304
H: 1.712 -2.400 0.988
H: 2.434 -3.367 3.267
H: -3.014 0.875 4.351
H: -1.824 0.187 -3.044
H: -1.760 0.307 2.547
H: -2.714 -3.991 1.366
H: -3.277 -3.411 3.000
H: -3.768 3.426 -0.305
H: 2.483 -2.131 -2.433
H: 5.045 4.161 0.333
H: -1.443 3.912 4.929
H: 2.665 -0.924 -4.371
H: -4.940 0.602 2.749
H: 0.862 1.121 -1.937
H: 1.599 1.706 -4.353
H: -3.671 4.691 -1.558
H: 6.025 1.872 0.050

Computed properties:
total energy = -1720.12770 hartree
molecular weight = 505.7 g mol⁻¹
SMILES = COCCNCCOC.CCO.CCO.CCO.CCO.CCO.CCO.CO.CO.CO
lowest unoccupied orbital energy = 0.425 eV
2S+1 = 1
orbital gap = 0.330 hartree


A single C16H22I2O5S molecule in a non-equilibrium geometry, computed with ωB97M-V/def2-TZVPD.

Element x y z (Å)
I: 2.321 2.967 -3.101
I: 0.785 0.070 -2.658
S: -2.086 1.918 1.484
O: -1.088 2.469 0.387
O: -3.208 2.776 1.554
O: 2.512 -0.386 0.520
O: -1.418 1.635 2.711
O: -2.375 0.594 0.708
C: 0.560 -2.799 -0.351
C: 2.389 1.017 0.325
C: 1.038 1.510 0.856
C: -0.404 -4.955 -0.849
C: 0.652 3.103 -1.720
C: -0.337 4.112 -2.329
C: -0.028 1.704 -1.526
C: -2.912 -2.991 1.215
C: 3.484 1.722 1.137
C: -0.199 1.359 -0.039
C: -1.094 0.086 0.128
C: -1.635 -3.322 0.464
C: -0.642 -1.064 1.049
C: -1.538 -4.578 -0.140
C: 0.646 -4.050 -0.953
C: -0.572 -2.410 0.366
H: -0.324 -5.932 -1.295
H: 1.048 3.461 -0.784
H: -3.704 -3.646 0.878
H: 4.411 1.178 0.980
H: -1.029 1.802 -1.919
H: -3.218 -1.981 0.965
H: 1.132 2.568 1.074
H: -1.323 3.680 -2.459
H: 1.403 -2.135 -0.450
H: -2.755 -3.088 2.284
H: 3.610 2.751 0.820
H: -1.456 -0.353 -0.790
H: -2.343 -5.290 -0.047
H: 1.534 -4.353 -1.485
H: 0.302 -0.884 1.547
H: -0.397 5.012 -1.727
H: 2.972 -0.523 1.352
H: -0.013 4.432 -3.309
H: -1.385 -1.144 1.829
H: 3.243 1.643 2.196
H: 0.878 1.030 1.812
H: 2.563 1.283 -0.710

Computed properties:
total energy = -1992.61730 hartree
molecular weight = 580.2 g mol⁻¹
lowest unoccupied orbital energy = -0.333 eV
2S+1 = 1
orbital gap = 0.308 hartree